Entry from the OMol25 dataset: a single C20H16O3 molecule (the ωB97M-V functional and the def2-TZVPD basis).

Atoms and positions in Å:
C (4.61, -4.19, 0.43)
C (3.21, -4.28, -0.13)
O (2.89, -5.16, -0.90)
C (2.24, -3.24, 0.30)
C (0.96, -3.28, -0.25)
C (0.00, -2.34, 0.09)
C (0.32, -1.35, 1.00)
O (-0.53, -0.33, 1.38)
C (-1.87, -0.41, 1.32)
O (-2.50, -1.40, 1.06)
C (-2.49, 0.94, 1.61)
C (-2.58, 1.66, 0.28)
C (-3.73, 1.53, -0.45)
C (-3.87, 2.14, -1.70)
C (-2.84, 2.88, -2.22)
C (-1.63, 3.03, -1.51)
C (-0.56, 3.78, -2.04)
C (0.61, 3.92, -1.36)
C (0.76, 3.31, -0.10)
C (-0.26, 2.59, 0.45)
C (-1.49, 2.42, -0.23)
C (1.59, -1.29, 1.55)
C (2.55, -2.23, 1.21)
H (5.21, -4.99, 0.02)
H (4.58, -4.28, 1.52)
H (5.06, -3.23, 0.17)
H (0.73, -4.06, -0.96)
H (-0.99, -2.39, -0.35)
H (-1.88, 1.49, 2.33)
H (-3.49, 0.79, 2.01)
H (-4.54, 0.95, -0.06)
H (-4.79, 2.02, -2.25)
H (-2.93, 3.35, -3.19)
H (-0.69, 4.24, -3.01)
H (1.42, 4.49, -1.77)
H (1.69, 3.43, 0.44)
H (-0.11, 2.13, 1.41)
H (1.82, -0.50, 2.25)
H (3.53, -2.16, 1.65)

- Structure (SMILES): CC(=O)c1ccc(OC(=O)Cc2cccc3ccccc23)cc1
- DFT total energy: -27142.86019 eV
- 2S+1: 1
- Kohn-Sham gap: 8.57 eV
- ΔE to the lowest compared entry with this formula, charge and spin: 0.060 eV
- Total charge: 0
- HOMO energy: -8.371 eV
- LUMO level: 0.199 eV

***

Entry from the OMol25 dataset: 2 unconnected molecules or ions with the total composition C9H14O at a distorted geometry (the ωB97M-V functional and the def2-TZVPD basis).

Atoms and positions in Å:
C (1.31, 0.77, 2.34)
C (0.09, 0.84, 1.44)
C (-1.20, 0.97, 1.93)
C (-2.26, 1.09, 1.04)
C (-2.02, 1.20, -0.31)
O (-3.11, 1.36, -1.15)
C (-0.75, 0.95, -0.82)
C (0.29, 0.74, 0.07)
H (1.77, -0.18, 2.14)
H (0.90, 0.72, 3.35)
H (2.04, 1.54, 2.14)
H (-1.41, 0.86, 2.98)
H (-3.27, 1.20, 1.43)
H (-2.76, 1.81, -1.92)
H (-0.60, 0.94, -1.90)
H (1.31, 0.59, -0.29)
C (1.31, -1.53, -2.18)
C (1.14, -2.30, -0.86)
H (1.92, -0.63, -2.11)
H (1.77, -2.21, -2.91)
H (0.38, -1.32, -2.70)
H (2.04, -2.84, -0.60)
H (0.27, -2.92, -1.06)
H (0.83, -1.65, -0.05)

- Structure (SMILES): Cc1ccc(O)cc1.CC
- DFT total energy: -11607.13548 eV
- 2S+1: 1
- Kohn-Sham gap: 9.42 eV
- ΔE to the lowest compared entry with this formula, charge and spin: 0.501 eV
- Total charge: 0
- HOMO energy: -8.512 eV
- LUMO level: 0.908 eV

***

Entry from the OMol25 dataset: 14 unconnected molecules or ions with the total composition H26NO16 at a distorted geometry (the ωB97M-V functional and the def2-TZVPD basis).

Atoms and positions in Å:
N (-7.40, 5.06, -22.52)
O (-8.24, 4.99, -21.60)
O (-7.57, 4.44, -23.58)
O (-6.51, 5.98, -22.49)
O (-5.05, 8.18, -22.01)
H (-4.27, 8.18, -21.53)
H (-5.45, 7.26, -21.93)
O (-9.64, 4.47, -19.25)
H (-9.58, 5.32, -19.71)
H (-9.68, 3.72, -19.87)
O (-10.26, 4.42, -23.99)
H (-10.85, 4.62, -23.27)
H (-9.32, 4.48, -23.75)
O (-6.71, 5.32, -19.38)
H (-7.21, 5.18, -20.22)
H (-7.18, 6.07, -19.08)
O (-6.33, 7.35, -24.81)
H (-6.63, 6.51, -25.17)
H (-6.20, 7.21, -23.87)
O (-10.72, 6.72, -20.48)
H (-10.93, 6.42, -21.39)
H (-9.86, 7.16, -20.62)
O (-4.93, 4.50, -24.64)
H (-4.96, 3.53, -24.73)
H (-5.69, 4.76, -24.13)
O (-8.52, 8.20, -20.98)
H (-9.24, 8.81, -20.90)
H (-8.73, 7.81, -21.89)
O (-7.91, 1.81, -23.22)
H (-7.60, 2.70, -23.46)
H (-7.34, 1.14, -23.65)
O (-9.07, 7.42, -23.68)
H (-8.30, 7.04, -24.12)
H (-8.97, 8.26, -24.13)
O (-10.05, 2.06, -21.34)
H (-9.29, 2.31, -21.82)
H (-9.82, 1.17, -21.15)
O (-4.44, 5.51, -20.56)
H (-5.29, 5.26, -20.22)
H (-4.29, 6.35, -20.16)
O (-3.27, 6.12, -23.03)
H (-3.93, 5.69, -23.56)
H (-3.54, 5.78, -22.15)

- DFT total energy: -34671.77354 eV
- 2S+1: 1
- Kohn-Sham gap: 9.66 eV
- ΔE to the lowest compared entry with this formula, charge and spin: 0.972 eV
- Total charge: -1
- HOMO energy: -7.072 eV
- LUMO level: 2.593 eV

***

Entry from the OMol25 dataset: 2 unconnected molecules or ions with the total composition C5H14 at a distorted geometry (the ωB97M-V functional and the def2-TZVPD basis).

Atoms and positions in Å:
C (0.55, -2.37, 1.15)
C (0.10, -1.31, 2.27)
C (0.52, 0.17, 1.64)
H (1.56, -2.73, 1.37)
H (0.53, -1.90, 0.17)
H (-0.18, -3.16, 1.18)
H (-0.80, -1.30, 2.74)
H (0.68, -1.45, 3.17)
H (0.52, 0.22, 0.58)
H (-0.32, 0.91, 1.77)
H (1.50, 0.31, 1.95)
C (-1.35, 1.57, -1.94)
C (0.09, 1.58, -2.55)
H (-1.63, 0.56, -1.97)
H (-1.40, 1.88, -0.78)
H (-2.03, 2.26, -2.48)
H (0.51, 2.56, -2.58)
H (0.25, 1.29, -3.66)
H (0.90, 0.89, -2.03)

- Structure (SMILES): CCC.CC
- DFT total energy: -5410.16915 eV
- 2S+1: 1
- Kohn-Sham gap: 11.65 eV
- ΔE to the lowest compared entry with this formula, charge and spin: 1.880 eV
- Total charge: 0
- HOMO energy: -10.577 eV
- LUMO level: 1.072 eV

***

Entry from the OMol25 dataset: a single C7H10FN3O4 molecule at a distorted geometry (the ωB97M-V functional and the def2-TZVPD basis).

Atoms and positions in Å:
C (1.42, -0.79, 1.25)
C (1.18, -0.98, -0.18)
C (3.22, -0.46, -0.02)
C (-1.16, 1.48, 0.45)
C (-0.07, -1.47, -0.88)
C (-3.29, 0.12, -0.26)
C (-1.71, 0.38, -0.51)
N (2.65, -0.51, 1.51)
N (2.25, -0.91, -0.86)
N (3.43, 0.98, -0.24)
O (4.54, 1.35, -0.46)
O (2.41, 1.61, -0.29)
O (-3.59, 0.01, 1.09)
O (-1.31, -1.01, -0.25)
F (4.40, -1.08, -0.13)
H (0.58, -0.71, 1.90)
H (-1.91, 1.60, 1.28)
H (-0.27, 1.32, 1.05)
H (-1.09, 2.37, -0.16)
H (-0.05, -2.57, -0.74)
H (-0.04, -1.10, -1.86)
H (-3.75, 0.99, -0.80)
H (-3.34, -0.79, -0.74)
H (-1.58, 0.72, -1.68)
H (-2.92, -0.53, 1.52)

- DFT total energy: -22789.33090 eV
- 2S+1: 3
- Kohn-Sham gap (spin up / spin down): 7.63 / 5.91 eV
- <S²>: 2.01
- ΔE to the lowest compared entry with this formula, charge and spin: 2.661 eV
- Total charge: 0
- HOMO energy (spin up / spin down): -7.933 / -10.362 eV
- LUMO level (spin up / spin down): -0.306 / -4.452 eV

***

Entry from the OMol25 dataset: 2 unconnected molecules or ions with the total composition C10H20N2S at a distorted geometry (the ωB97M-V functional and the def2-TZVPD basis).

Atoms and positions in Å:
C (-0.14, 2.09, -0.78)
C (-0.80, 1.53, 0.45)
C (-0.01, 1.68, 1.71)
C (-2.27, 2.15, 0.48)
C (-1.04, 0.07, 0.21)
N (-1.38, -0.67, 1.18)
N (-1.97, -1.86, 0.89)
C (-2.17, -2.15, -0.45)
S (-1.45, -0.70, -1.35)
H (-0.04, 3.14, -0.87)
H (-0.64, 1.68, -1.61)
H (0.94, 1.67, -0.88)
H (0.83, 1.00, 1.65)
H (0.25, 2.73, 1.95)
H (-0.51, 1.30, 2.55)
H (-2.72, 1.48, 1.25)
H (-2.78, 2.09, -0.52)
H (-2.05, 3.20, 0.78)
H (-1.43, -2.69, 1.36)
H (-1.70, -3.04, -0.79)
H (-3.18, -2.10, -0.81)
C (1.17, -2.03, 0.33)
C (1.75, -1.07, -0.42)
C (2.73, -0.07, 0.20)
C (1.89, -1.21, -1.90)
H (1.05, -2.08, 1.36)
H (0.83, -2.94, -0.24)
H (2.52, -0.11, 1.24)
H (2.73, 1.00, -0.18)
H (3.71, -0.41, -0.08)
H (2.93, -1.65, -1.98)
H (1.19, -1.79, -2.40)
H (1.79, -0.23, -2.33)

- Structure (SMILES): CC(C)(C)C1=NNCS1.C=C(C)C
- DFT total energy: -24506.65448 eV
- 2S+1: 1
- Kohn-Sham gap: 8.45 eV
- ΔE to the lowest compared entry with this formula, charge and spin: 2.301 eV
- Total charge: 0
- HOMO energy: -7.753 eV
- LUMO level: 0.695 eV

***

Entry from the OMol25 dataset: a single C17H15NO5 molecule at a distorted geometry (the ωB97M-V functional and the def2-TZVPD basis).

Atoms and positions in Å:
C (-0.74, -1.05, -1.23)
C (0.33, -0.67, -0.23)
C (0.77, -1.62, 0.68)
O (0.21, -2.87, 0.71)
C (-0.44, -3.19, 1.82)
O (-0.61, -2.45, 2.77)
N (-0.95, -4.52, 1.90)
C (-1.95, -4.85, 2.90)
C (-0.77, -5.45, 0.80)
C (1.80, -1.24, 1.60)
C (2.27, 0.09, 1.63)
C (1.82, 1.02, 0.71)
C (0.87, 0.65, -0.24)
O (0.48, 1.77, -0.96)
C (1.19, 2.86, -0.51)
C (1.09, 4.17, -0.97)
C (0.21, 4.66, -2.04)
C (0.17, 6.01, -2.37)
C (-0.87, 6.12, -3.36)
C (-1.40, 4.86, -3.52)
O (-0.73, 3.95, -2.74)
C (2.09, 2.42, 0.56)
O (2.66, 3.17, 1.34)
H (-1.64, -1.37, -0.72)
H (-1.00, -0.22, -1.90)
H (-0.42, -1.86, -1.88)
H (-2.20, -5.92, 2.84)
H (-2.91, -4.31, 2.78)
H (-1.59, -4.70, 3.92)
H (-1.59, -5.47, 0.09)
H (0.13, -5.26, 0.23)
H (-0.59, -6.47, 1.15)
H (2.16, -1.95, 2.34)
H (3.04, 0.36, 2.37)
H (1.77, 4.88, -0.49)
H (0.76, 6.79, -1.95)
H (-1.17, 7.02, -3.87)
H (-2.25, 4.65, -4.17)

- Structure (SMILES): Cc1c(OC(=O)N(C)C)ccc2c1O/C(=C\c1ccco1)C2=O
- DFT total energy: -29598.20188 eV
- 2S+1: 1
- Kohn-Sham gap: 7.22 eV
- ΔE to the lowest compared entry with this formula, charge and spin: 3.879 eV
- Total charge: 0
- HOMO energy: -7.987 eV
- LUMO level: -0.768 eV

***

Entry from the OMol25 dataset: a molecular structure, C23H31N5O4ReS4 at a distorted geometry (the ωB97M-V functional and the def2-TZVPD basis).

Atoms and positions in Å:
Re (0.53, 0.20, 0.40)
C (2.42, 4.53, 0.02)
N (1.07, 4.36, 0.60)
C (0.57, 5.44, 1.43)
C (0.39, 3.20, 0.54)
N (0.71, 2.21, -0.29)
N (-0.81, 3.09, 1.26)
C (-0.92, 2.02, 2.14)
N (-2.09, 1.84, 2.82)
N (0.03, 1.11, 2.18)
H (3.19, 4.13, 0.71)
H (2.56, 5.61, -0.12)
H (2.48, 4.04, -0.94)
H (0.72, 6.44, 0.96)
H (1.10, 5.50, 2.40)
H (-0.52, 5.30, 1.61)
H (1.51, 2.41, -0.90)
H (-1.32, 3.94, 1.51)
H (-2.77, 2.60, 2.81)
H (-2.11, 1.20, 3.61)
H (0.02, 0.44, 2.96)
O (0.65, -1.45, 1.40)
S (0.31, -2.78, 2.35)
C (2.10, -3.04, 2.61)
C (2.54, -4.16, 1.64)
C (1.53, -4.33, 0.49)
C (0.12, -4.06, 1.03)
H (2.29, -3.29, 3.65)
H (2.56, -2.10, 2.42)
H (2.63, -5.12, 2.17)
H (3.54, -3.95, 1.21)
H (1.58, -5.35, 0.07)
H (1.73, -3.55, -0.28)
H (-0.42, -4.92, 1.53)
H (-0.59, -3.63, 0.27)
O (-1.46, 0.14, 0.02)
C (-1.75, -0.37, -1.28)
C (-2.87, -1.36, -1.19)
C (-3.66, -1.68, -2.26)
C (-4.62, -2.65, -1.92)
C (-4.50, -3.11, -0.64)
S (-3.34, -2.24, 0.24)
C (-2.25, 0.84, -2.10)
C (-3.55, 1.29, -2.14)
C (-3.72, 2.53, -2.83)
C (-2.54, 2.92, -3.35)
S (-1.21, 1.86, -3.09)
C (-0.48, -1.12, -1.79)
C (-0.41, -2.34, -2.33)
C (0.88, -2.65, -2.87)
C (1.81, -1.72, -2.58)
S (1.06, -0.27, -1.78)
H (-3.58, -1.26, -3.23)
H (-5.38, -3.02, -2.60)
H (-5.17, -3.81, -0.14)
H (-4.37, 0.75, -1.65)
H (-4.70, 3.02, -2.97)
H (-2.39, 3.89, -3.87)
H (-1.26, -3.02, -2.40)
H (1.08, -3.55, -3.44)
H (2.84, -1.71, -2.92)
C (4.56, -0.18, 1.66)
O (3.13, -0.10, 1.77)
C (2.56, 0.48, 0.63)
O (3.25, 1.10, -0.19)
H (4.89, -0.77, 2.54)
H (5.03, 0.84, 1.73)
H (4.81, -0.62, 0.69)

- DFT total energy: -85449.23667 eV
- 2S+1: 4
- Kohn-Sham gap (spin up / spin down): 7.39 / 6.39 eV
- <S²>: 3.77
- ΔE to the lowest compared entry with this formula, charge and spin: 0.000 eV
- Total charge: +2
- HOMO energy (spin up / spin down): -13.059 / -13.057 eV
- LUMO level (spin up / spin down): -5.672 / -6.671 eV